C69H74N14O6S | the ωB97M-V functional and the def2-TZVPD basis

## Properties
- SMILES string: N#COC(=O)O[C@@H](CCCCCCCSc1nnco1)CC(=O)O.c1ccncc1.c1ccncc1.c1ccncc1.c1ccncc1.c1ccncc1.c1ccncc1.c1ccncc1.c1ccncc1.c1ccncc1.c1ccncc1.c1ccncc1
- Gap between HOMO and LUMO: 0.3412 Ha
- E_LUMO: 0.0080 hartree
- Molar mass: 1227.51 Da
- HOMO: -9.067 eV
- 2S+1: 1
- Net charge: 0

```
164
Properties=species:S:1:pos:R:3:mulliken_charge:R:1
N 11.331 2.046 4.434 -0.43
C 11.280 2.776 3.548 0.57
O 11.276 3.455 2.430 -0.37
C 9.990 3.722 1.912 0.55
O 9.069 3.934 2.626 -0.43
O 10.025 3.820 0.591 -0.36
C 9.490 2.690 -0.192 0.86
C 8.593 3.332 -1.258 -1.39
C 7.107 3.278 -0.900 -0.41
C 6.621 4.441 -0.034 -0.29
C 5.065 4.492 0.020 -0.79
C 4.455 4.179 1.404 -1.10
C 4.138 2.686 1.578 -0.65
C 5.365 1.897 2.041 0.04
S 5.587 0.236 1.311 -0.19
C 3.966 -0.350 1.092 0.38
N 3.264 -1.105 1.860 -0.29
N 2.052 -1.299 1.212 -0.38
C 2.111 -0.648 0.111 -0.03
O 3.307 -0.022 -0.050 -0.28
C 10.650 1.918 -0.845 -0.96
C 11.114 0.688 -0.099 0.25
O 10.941 -0.417 -0.529 -0.54
O 11.706 0.870 1.107 -0.48
H 8.887 2.046 0.449 0.45
H 8.744 2.846 -2.220 0.51
H 8.917 4.365 -1.380 0.40
H 6.518 3.276 -1.818 0.51
H 6.883 2.332 -0.400 -0.05
H 6.983 5.381 -0.451 0.58
H 6.974 4.344 0.992 -0.06
H 4.723 5.478 -0.290 0.39
H 4.700 3.762 -0.704 0.42
H 5.154 4.479 2.185 0.39
H 3.533 4.750 1.504 0.44
H 3.710 2.309 0.652 0.33
H 3.366 2.575 2.343 0.44
H 6.290 2.419 1.804 -0.38
H 5.330 1.752 3.117 0.58
H 1.347 -0.560 -0.647 0.63
H 10.390 1.575 -1.840 0.45
H 11.484 2.618 -0.937 0.41
H 12.316 1.620 1.091 0.37
C -3.079 -2.186 -2.658 -0.38
C -2.190 -1.376 -3.342 -0.50
C -1.109 -0.855 -2.651 -0.19
N -0.875 -1.092 -1.362 -0.31
C -1.741 -1.874 -0.716 -0.44
C -2.855 -2.441 -1.314 -0.48
H -3.934 -2.618 -3.164 0.45
H -2.321 -1.158 -4.393 0.42
H -0.386 -0.224 -3.156 0.35
H -1.527 -2.052 0.332 0.53
H -3.528 -3.064 -0.739 0.51
C 0.506 -6.275 -5.542 0.08
C 1.061 -5.808 -4.362 -0.65
C 0.632 -4.583 -3.874 -0.32
N -0.283 -3.825 -4.475 -0.23
C -0.809 -4.290 -5.607 -0.24
C -0.451 -5.501 -6.180 -0.55
H 0.807 -7.226 -5.961 0.40
H 1.814 -6.377 -3.832 0.35
H 1.040 -4.182 -2.952 0.44
H -1.555 -3.655 -6.077 0.32
H -0.911 -5.831 -7.102 0.38
C -6.588 -2.261 3.455 -0.39
C -6.479 -3.598 3.106 -0.46
C -5.786 -3.923 1.949 -0.40
N -5.222 -3.019 1.151 -0.30
C -5.329 -1.740 1.503 -0.13
C -5.997 -1.311 2.639 -0.63
H -7.123 -1.965 4.349 0.43
H -6.922 -4.375 3.714 0.41
H -5.680 -4.957 1.641 0.36
H -4.858 -1.026 0.835 0.56
H -6.052 -0.257 2.874 0.51
C -1.344 -0.331 3.951 -0.27
C -2.581 0.273 4.111 -0.37
C -2.974 0.639 5.390 -0.35
N -2.229 0.441 6.477 -0.61
C -1.044 -0.142 6.306 -0.33
C -0.557 -0.546 5.072 -0.47
H -0.996 -0.632 2.971 0.53
H -3.229 0.460 3.266 0.39
H -3.935 1.110 5.559 0.69
H -0.459 -0.294 7.207 0.36
H 0.413 -1.017 4.991 0.43
C 0.825 -9.675 -10.313 -0.11
C -0.464 -9.255 -10.028 -0.49
C -0.780 -8.943 -8.714 -0.17
N 0.086 -9.026 -7.707 -0.44
C 1.321 -9.432 -7.997 -0.07
C 1.740 -9.766 -9.276 -0.54
H 1.112 -9.927 -11.325 0.37
H -1.211 -9.170 -10.805 0.35
H -1.779 -8.609 -8.451 0.39
H 2.007 -9.493 -7.158 0.40
H 2.757 -10.089 -9.452 0.35
C 7.013 -5.687 -3.156 -0.18
C 6.164 -6.170 -2.172 -0.50
C 4.971 -6.758 -2.563 -0.13
N 4.591 -6.885 -3.833 -0.38
C 5.416 -6.414 -4.766 -0.17
C 6.632 -5.812 -4.483 -0.46
H 7.954 -5.222 -2.893 0.38
H 6.419 -6.093 -1.124 0.41
H 4.281 -7.150 -1.823 0.35
H 5.080 -6.526 -5.792 0.35
H 7.262 -5.449 -5.283 0.35
C -3.811 6.155 6.522 -0.39
C -4.605 6.278 5.393 -0.41
C -4.796 5.161 4.592 -0.38
N -4.251 3.971 4.851 -0.22
C -3.494 3.867 5.941 0.19
C -3.245 4.923 6.807 -0.62
H -3.641 7.004 7.173 0.37
H -5.073 7.218 5.135 0.39
H -5.419 5.212 3.706 0.69
H -3.076 2.887 6.130 0.04
H -2.625 4.776 7.681 0.39
C -7.321 6.241 -0.973 -0.43
C -6.058 6.396 -0.422 -0.55
C -5.866 6.031 0.901 -0.08
N -6.835 5.544 1.676 -0.41
C -8.041 5.403 1.131 -0.56
C -8.339 5.730 -0.184 -0.26
H -7.509 6.510 -2.005 0.43
H -5.236 6.789 -1.005 0.38
H -4.892 6.132 1.369 0.37
H -8.801 4.998 1.792 0.50
H -9.338 5.589 -0.573 0.55
C 8.072 -3.366 2.264 -0.52
C 8.807 -4.110 3.173 -0.34
C 8.142 -4.677 4.250 -0.20
N 6.834 -4.545 4.463 -0.57
C 6.142 -3.826 3.582 -0.26
C 6.710 -3.221 2.471 -0.02
H 8.553 -2.906 1.410 0.51
H 9.873 -4.248 3.053 0.37
H 8.681 -5.268 4.982 0.34
H 5.079 -3.728 3.778 0.41
H 6.097 -2.648 1.789 0.26
C -8.090 2.185 -0.124 0.04
C -8.671 1.871 -1.341 -0.55
C -9.187 0.594 -1.514 -0.29
N -9.143 -0.355 -0.579 -0.59
C -8.571 -0.037 0.581 -0.35
C -8.039 1.212 0.860 -0.45
H -7.673 3.164 0.058 0.50
H -8.729 2.599 -2.140 0.41
H -9.656 0.311 -2.450 0.37
H -8.536 -0.830 1.320 0.43
H -7.587 1.415 1.822 0.50
C -13.032 7.654 1.979 -0.16
C -12.971 6.308 1.655 -0.46
C -12.208 5.929 0.562 -0.15
N -11.531 6.787 -0.200 -0.44
C -11.601 8.076 0.124 -0.19
C -12.332 8.559 1.198 -0.42
H -13.615 7.991 2.826 0.37
H -13.501 5.567 2.236 0.36
H -12.132 4.884 0.278 0.39
H -11.041 8.753 -0.512 0.35
H -12.351 9.619 1.415 0.36
```